(a)
This record from the Open Molecules 2025 dataset describes a structure of composition C25H21N5O3STa. The level of theory is ωB97M-V/def2-TZVPD.

Geometry as ORCA input:
```
! wB97M-V def2-TZVPD RIJCOSX def2/J DEFGRID3
* xyz 1 1
Ta -0.24976 0.55405 0.28171
C 0.89606 -5.01587 -0.66591
C -0.36609 -4.49290 -0.42493
C -0.50678 -3.22426 0.12345
C 0.62007 -2.47226 0.42877
C 1.88582 -2.98856 0.17204
C 2.02228 -4.25760 -0.36916
N 0.51402 -1.17515 1.02998
C 0.78143 -1.08910 2.41723
C 0.84295 -2.15239 3.31271
C 1.04268 -1.90519 4.66027
C 1.18464 -0.60585 5.14104
C 1.11909 0.46121 4.26914
C 0.90963 0.21644 2.91827
N 0.77549 1.17720 1.91305
N 1.22886 2.40106 2.11394
C 1.16561 3.10356 0.98430
C 1.55523 4.46273 0.97302
C 1.47808 5.16972 -0.18475
C 1.01666 4.52722 -1.35856
C 0.65008 3.22085 -1.29959
N 0.70748 2.48032 -0.15236
H 1.00514 -6.01190 -1.07385
H -1.24677 -5.08010 -0.65272
H -1.48844 -2.82311 0.33510
H 2.75975 -2.39363 0.41191
H 3.01016 -4.65691 -0.55905
H 0.72680 -3.16633 2.95104
H 1.08246 -2.74050 5.34698
H 1.33314 -0.43198 6.19821
H 1.20939 1.48453 4.60730
H 1.89671 4.89041 1.90472
H 1.76054 6.21338 -0.21625
H 0.94330 5.05967 -2.29547
H 0.28923 2.71455 -2.18268
S -2.85398 0.80090 -2.58200
C -1.15091 0.64433 -3.05518
C -0.91412 0.82957 -4.41181
C 0.36632 0.64844 -4.89979
C 1.36873 0.25351 -4.02662
C 1.05518 0.10448 -2.69524
N -0.17718 0.31902 -2.19888
H -1.73540 1.09848 -5.06291
H 0.57307 0.78643 -5.95259
H 2.37733 0.06980 -4.36773
H 1.80929 -0.19197 -1.97506
C -4.38086 -0.58063 -0.79873
C -2.97874 -0.23184 -1.16686
O -2.00370 -0.61954 -0.54508
H -4.86741 -1.10659 -1.62081
H -4.94548 0.33878 -0.62255
H -4.38397 -1.19268 0.09929
O -2.00849 2.09769 0.13092
C -2.46242 1.66644 1.22113
O -1.88533 0.70470 1.80333
H -3.35689 2.10733 1.66826
*
```

---

(b)
This record from the Open Molecules 2025 dataset describes a structure of composition C25H21N5O3STa. The level of theory is ωB97M-V/def2-TZVPD.

Geometry as ORCA input:
```
! wB97M-V def2-TZVPD RIJCOSX def2/J DEFGRID3
* xyz 1 1
Ta 0.46745 0.22662 -0.13167
C -1.45275 3.92505 -4.37681
C -1.34746 4.31127 -3.05081
C -1.35998 3.36800 -2.03417
C -1.45069 2.01254 -2.33294
C -1.61534 1.63609 -3.67104
C -1.61379 2.58091 -4.68207
N -1.40026 0.98848 -1.34080
C -2.47704 0.21164 -1.21654
C -3.77953 0.55177 -1.69184
C -4.82006 -0.30807 -1.52401
C -4.65520 -1.56824 -0.88465
C -3.43636 -1.93798 -0.42194
C -2.33130 -1.05926 -0.57713
N -1.07061 -1.37580 -0.23359
N -0.82833 -2.58907 0.11665
C 0.48296 -2.86492 0.32877
C 0.84960 -4.16002 0.71200
C 2.18019 -4.45019 0.89093
C 3.13156 -3.45296 0.66359
C 2.70109 -2.20227 0.29170
N 1.40596 -1.89676 0.13592
H -1.43408 4.66464 -5.16560
H -1.27228 5.36152 -2.80061
H -1.35727 3.69436 -1.00625
H -1.76412 0.58799 -3.90450
H -1.74545 2.26534 -5.70909
H -3.92733 1.51804 -2.15119
H -5.80257 -0.02179 -1.87597
H -5.51152 -2.21507 -0.75550
H -3.26969 -2.88094 0.07770
H 0.06333 -4.88519 0.86151
H 2.48939 -5.43877 1.20192
H 4.18677 -3.64962 0.78066
H 3.40676 -1.40250 0.11039
S 0.24472 -0.40836 2.42093
C 1.80101 0.32778 2.42723
C 2.60541 0.56824 3.54482
C 3.85201 1.11883 3.34829
C 4.29014 1.42186 2.05267
C 3.44017 1.18454 1.00253
N 2.22149 0.65269 1.19084
H 2.22963 0.31860 4.52660
H 4.49478 1.31846 4.19557
H 5.26620 1.84461 1.86806
H 3.70530 1.41443 -0.02165
C 0.91077 -0.76217 -3.51651
C 1.06302 -0.36293 -2.10398
O 2.09771 0.05929 -1.59504
H 1.84682 -0.65914 -4.06337
H 0.14724 -0.12053 -3.95853
H 0.54522 -1.78954 -3.56588
O 1.11953 2.37194 -0.63632
C 0.45593 2.79029 0.34626
O -0.31372 2.01568 0.96662
H 0.56047 3.83011 0.68038
*
```

---

(b) wins, 0.0141 hartree ahead of the next structure.